Here is one molecule with the formula C2H4OS in a non-equilibrium geometry from OMol25. Energies are from wB97M-V/def2-TZVPD.

Properties
Orbital gap ... 9.0 eV
Strongest force on any atom ... 0.0692 hartree/bohr
Calculated total energy ... -551.95748 Eh
2S+1 ... 1
Total charge ... 0
Lowest unoccupied orbital energy ... -0.11 eV

CARTESIAN COORDINATES (ANGSTROEM)
1 C -0.358 0.211 0.122
2 C 0.825 -0.713 0.322
3 O -1.848 1.759 -1.261
4 S -0.462 1.372 -1.079
5 H -1.192 -0.065 0.831
6 H 0.371 -1.670 0.547
7 H 1.299 -0.731 -0.580
8 H 1.364 -0.163 1.097

Charges obtained by natural (NBO) population analysis, quoted in units of e:
1 C -0.4698
2 C -0.6537
3 O -0.9186
4 S 1.1300
5 H 0.2298
6 H 0.2315
7 H 0.2154
8 H 0.2354

---

Here is a 2-piece molecular cluster, C2H4OS overall in a non-equilibrium geometry from OMol25. Energies are from wB97M-V/def2-TZVPD.

Properties
Orbital gap ... 9.0 eV
Strongest force on any atom ... 0.0907 hartree/bohr
Calculated total energy ... -551.90920 Eh
2S+1 ... 1
Total charge ... 0
Lowest unoccupied orbital energy ... -0.49 eV

CARTESIAN COORDINATES (ANGSTROEM)
1 C -0.886 -0.008 -0.282
2 C 0.218 -0.026 0.565
3 O -1.999 -0.269 0.047
4 S 1.847 -0.401 -0.036
5 H -0.838 0.269 -1.350
6 H 0.036 1.673 0.869
7 H -0.020 -0.457 1.528
8 H 1.642 -0.780 -1.341

Charges obtained by natural (NBO) population analysis, quoted in units of e:
1 C 0.3274
2 C -0.5077
3 O -0.5241
4 S 0.0315
5 H 0.1257
6 H 0.1557
7 H 0.2497
8 H 0.1418

---

Here is one molecule with the formula C2H4OS in a non-equilibrium geometry from OMol25. Energies are from wB97M-V/def2-TZVPD.

Properties
Orbital gap ... 9.6 eV
Strongest force on any atom ... 0.0877 hartree/bohr
Calculated total energy ... -551.96996 Eh
2S+1 ... 1
Total charge ... 0
SMILES string ... O=CCS
Lowest unoccupied orbital energy ... 0.00 eV

CARTESIAN COORDINATES (ANGSTROEM)
1 O 1.896 0.997 -0.070
2 C 1.141 0.130 0.265
3 C -0.160 -0.225 -0.463
4 S -2.044 0.261 0.023
5 H 1.415 -0.645 0.855
6 H -0.291 0.157 -1.547
7 H -0.112 -1.297 -0.368
8 H -1.845 0.623 1.304

Charges obtained by natural (NBO) population analysis, quoted in units of e:
1 O -0.4742
2 C 0.4177
3 C -0.5638
4 S -0.0786
5 H 0.1072
6 H 0.2495
7 H 0.2130
8 H 0.1292

---

Here is a 2-piece molecular cluster, C2H4OS overall in a non-equilibrium geometry from OMol25. Energies are from wB97M-V/def2-TZVPD.

Properties
Orbital gap (alpha / beta) ... 7.7 / 7.7 eV
Strongest force on any atom ... 0.0438 hartree/bohr
Calculated total energy ... -551.83319 Eh
<S²> ... 2.1711
2S+1 ... 3
Total charge ... 0
Lowest unoccupied orbital energy (alpha / beta) ... -0.53 / -1.02 eV

CARTESIAN COORDINATES (ANGSTROEM)
1 C -0.783 0.446 -0.780
2 C 0.138 0.016 0.261
3 O -0.938 3.479 -2.243
4 S -0.233 2.996 -1.046
5 H -1.089 -0.176 -1.604
6 H 0.193 0.747 1.069
7 H -0.122 -0.964 0.672
8 H 1.151 -0.074 -0.156

Charges obtained by natural (NBO) population analysis, quoted in units of e:
1 C -0.0718
2 C -0.7791
3 O -0.7472
4 S 0.7546
5 H 0.1468
6 H 0.2198
7 H 0.2396
8 H 0.2374

---

Values of ΔE to the lowest compared entry with this formula, charge and spin, in order: 1.938 3.251 1.598 1.702, all in eV.